Below is a cluster of 3 separate species, C41H79IN4O7PS2 in total, with properties calculated with wB97M-V/def2-TZVPD.

Properties
net charge: -1
HOMO-LUMO gap (alpha / beta): 6.83 / 6.47 eV
spin multiplicity: 3

Structure (XYZ):
```
135
C41H79IN4O7PS2 (wB97M-V/def2-TZVPD)
C 6.2427 0.6861 0.8970
C 5.9360 1.5417 -0.3076
O 5.9367 2.7121 -0.1997
O 5.6768 0.9705 -1.5040
C 4.3686 0.3215 -1.5485
C 4.5282 -0.9255 -2.3852
C 3.2314 -1.7512 -2.5844
C 2.2437 -1.7478 -1.4000
C 0.8928 -1.0305 -1.6955
C 0.7640 0.3166 -0.9636
C -0.2798 0.3181 0.1800
C -0.8562 1.7314 0.4268
P -2.7589 1.9647 0.2654
C -2.8568 1.8555 2.2103
C -2.4915 0.4716 2.7727
C -3.3385 0.0590 4.0128
S -4.6832 -1.1505 3.7735
C -4.1473 -2.5375 2.8265
S -5.1851 -3.2367 1.7935
N -2.8087 -2.9916 3.0328
C -2.8577 -4.2255 3.8272
C -1.3631 -4.6534 4.0411
O -0.5101 -3.6371 3.5945
C -0.6176 -3.4973 2.1883
C -2.1124 -3.3091 1.7887
C -2.5757 2.1363 -1.6577
C -2.5625 0.8820 -2.4691
O -2.5428 -0.2086 -2.1422
I -2.6141 1.2093 -4.6832
N -4.5784 2.3374 0.1806
C -4.9031 3.7369 0.0097
C -5.2916 1.5109 -0.6572
C -5.6853 0.1556 -0.0757
O -5.6532 1.7826 -1.7642
H 5.3624 0.0884 1.1417
H 7.0473 -0.0226 0.7185
H 6.4413 1.2988 1.7619
H 3.6488 1.0311 -1.9515
H 4.1031 0.1074 -0.5172
H 5.3589 -1.5271 -2.0281
H 4.8380 -0.5807 -3.3735
H 3.5607 -2.7820 -2.7274
H 2.7706 -1.4681 -3.5267
H 1.9776 -2.7851 -1.2274
H 2.6791 -1.4060 -0.4642
H 0.0544 -1.6992 -1.5269
H 0.9193 -0.8100 -2.7635
H 0.6234 1.1664 -1.6286
H 1.7310 0.4947 -0.4876
H -1.0220 -0.4659 0.0592
H 0.2975 0.0494 1.0712
H -0.2834 2.4139 -0.2058
H -0.5747 2.0051 1.4444
H -3.0429 0.5507 0.2142
H -2.5260 3.4050 0.3534
H -2.2800 2.6561 2.6829
H -3.8879 2.0439 2.5230
H -1.4612 0.5106 3.1373
H -2.5195 -0.3261 2.0326
H -2.6641 -0.3173 4.7768
H -3.8093 0.9663 4.3786
H -3.4174 -4.9925 3.2777
H -3.3686 -3.9896 4.7599
H -1.2040 -5.5275 3.3981
H -1.2218 -4.8700 5.0925
H -0.0513 -2.6030 1.9533
H -0.2164 -4.3778 1.6755
H -2.2266 -2.5241 1.0550
H -2.4952 -4.2559 1.3893
H -1.6469 2.6611 -1.8907
H -3.3510 2.7689 -2.0910
H -4.5645 4.1959 -0.9298
H -5.9924 3.8324 0.0168
H -4.5388 4.3509 0.8303
H -6.7636 0.0403 -0.1399
H -5.1277 -0.6586 -0.5305
H -5.4297 0.1497 0.9829
C 8.1461 8.5421 0.6930
C 7.8609 7.5126 1.8052
C 7.6942 6.1360 1.1617
C 6.3952 6.0226 0.3657
C 5.1873 6.3901 1.2268
C 5.3246 7.7153 1.9874
N 6.6669 7.8825 2.6192
O 6.6906 7.1896 3.7072
C 5.0381 8.9133 1.0600
C 4.2021 7.7837 3.0250
C 9.1228 7.5552 2.6672
H 9.1395 8.3709 0.2763
H 7.4719 8.4764 -0.1565
H 8.1238 9.5636 1.0773
H 7.7096 5.3569 1.9307
H 8.5423 5.9290 0.5044
H 6.4292 6.6548 -0.5266
H 6.2813 5.0009 0.0044
H 4.2946 6.4220 0.5988
H 5.0279 5.5774 1.9421
H 5.2026 9.8547 1.5876
H 3.9988 8.8986 0.7311
H 5.6348 8.9255 0.1515
H 4.1937 6.9194 3.6867
H 3.2356 7.8036 2.5217
H 4.2800 8.6846 3.6364
H 9.2560 8.5459 3.1066
H 10.0005 7.3373 2.0584
H 9.1078 6.8252 3.4749
C -5.7445 -8.5516 -3.0814
C -5.5822 -7.3280 -2.1563
C -6.2485 -6.1236 -2.8216
C -5.4690 -5.6322 -4.0398
C -4.0127 -5.3421 -3.6805
C -3.3078 -6.4706 -2.9159
N -4.1515 -7.0543 -1.8346
O -4.1221 -6.2585 -0.8182
C -2.8551 -7.5888 -3.8765
C -1.9989 -5.9160 -2.3670
C -6.3402 -7.7285 -0.8907
H -6.7902 -8.8612 -3.1053
H -5.4859 -8.3613 -4.1199
H -5.1591 -9.4022 -2.7270
H -6.3429 -5.3028 -2.1039
H -7.2667 -6.3832 -3.1216
H -5.5200 -6.3610 -4.8543
H -5.9329 -4.7216 -4.4236
H -3.4548 -5.1172 -4.5924
H -3.9925 -4.4290 -3.0770
H -2.4129 -8.4173 -3.3195
H -2.0966 -7.2140 -4.5649
H -3.6499 -7.9874 -4.5019
H -2.1461 -5.0235 -1.7599
H -1.3495 -5.6320 -3.1939
H -1.4717 -6.6599 -1.7648
H -5.8808 -8.6044 -0.4279
H -7.3724 -7.9804 -1.1353
H -6.3752 -6.9318 -0.1493
```

Mulliken population analysis, charges in e, atoms 1 to 99: C -0.84; C 0.63; O -0.51; O -0.41; C 0.08; C -0.72; C -0.87; C -0.87; C -0.80; C -0.96; C 0.45; C -2.14; P 1.97; C -2.28; C 1.19; C -1.02; S -0.18; C -0.14; S -0.16; N 0.22; C -0.64; C -0.52; O -0.50; C -0.44; C -0.26; C -1.38; C 0.09; O -0.28; I -0.25; N 0.12; C -0.95; C 0.25; C -0.75; O -0.60; H 0.30; H 0.31; H 0.30; H 0.18; H 0.15; H 0.32; H 0.22; H 0.27; H 0.48; H 0.43; H 0.53; H 0.50; H 0.32; H 0.56; H 0.30; H -0.49; H 0.55; H 0.86; H 0.49; H -0.78; H -0.18; H 0.28; H 0.59; H 0.36; H -0.76; H 0.43; H 0.57; H 0.37; H 0.45; H 0.28; H 0.36; H 0.08; H 0.42; H 0.27; H 0.10; H 0.77; H 0.69; H 0.32; H 0.38; H 0.30; H 0.42; H 0.13; H 0.01; C -1.89; C 1.88; C -1.37; C -0.24; C -1.34; C 1.81; N 0.48; O -0.61; C -1.76; C -1.82; C -1.84; H 0.47; H 0.33; H 0.37; H 0.34; H 0.36; H 0.23; H 0.28; H 0.36; H 0.37; H 0.39; H 0.46